50
Properties=species:S:1:pos:R:3:forces:R:3 method="wB97M-V/def2-TZVPD" total_energy_ha=-1258.128741 relative_energy_kj_mol=368.1 orbital_gap_ev=8.19 multiplicity=1 e_homo_ev=-7.649 molar_mass_g_mol=378.43
C -1.329 0.114 -1.528 -0.03 0.06 -0.09
C -0.215 0.632 -0.672 -0.58 0.51 -0.39
N -0.098 1.844 -0.276 0.72 -0.01 0.21
N -0.965 2.824 -0.703 -0.45 -0.14 0.39
C -1.273 3.153 -1.976 -0.15 0.24 -0.05
O -0.938 2.548 -2.974 0.05 0.08 -0.08
C -2.106 4.443 -2.050 0.15 -0.08 -0.36
O -2.953 4.632 -0.937 -0.11 0.09 0.23
C -3.988 3.768 -0.754 -0.31 -0.14 0.15
C -4.287 2.695 -1.591 0.25 0.24 -0.09
C -5.361 1.876 -1.303 -0.19 0.05 0.24
C -6.151 2.116 -0.180 0.70 0.47 -0.25
C -7.246 1.273 0.110 -0.45 -0.35 0.11
N -8.135 0.588 0.346 -0.27 -0.21 0.07
C -5.853 3.194 0.658 0.03 -0.11 -0.14
C -4.782 4.008 0.371 0.22 0.08 -0.15
C 0.812 -0.293 -0.201 0.46 -0.40 0.27
C 1.082 -1.495 -0.856 -0.14 0.35 0.14
C 2.069 -2.346 -0.412 0.16 -0.22 0.06
C 2.831 -2.043 0.726 -0.19 0.12 -0.14
N 3.801 -2.894 1.178 0.15 -0.14 0.07
C 3.888 -4.270 0.740 0.15 -0.20 -0.01
C 4.550 -5.105 1.834 -0.29 -0.12 -0.09
O 5.871 -4.689 2.115 0.07 -0.05 0.03
C 6.082 -3.310 1.890 0.05 0.32 -0.01
C 4.822 -2.475 2.113 0.18 -0.09 0.17
C 2.559 -0.833 1.383 0.13 -0.01 0.05
C 1.584 0.019 0.921 -0.15 -0.08 -0.18
H -2.249 0.648 -1.283 0.00 0.03 -0.03
H -1.114 0.301 -2.581 -0.04 -0.04 0.01
H -1.485 -0.948 -1.368 -0.02 -0.03 0.05
H -1.118 3.529 0.009 -0.01 -0.15 -0.25
H -1.427 5.301 -2.045 -0.10 -0.12 -0.04
H -2.663 4.449 -2.994 0.09 -0.09 0.13
H -3.691 2.487 -2.465 0.07 -0.02 -0.10
H -5.592 1.043 -1.950 -0.01 -0.04 -0.03
H -6.465 3.382 1.527 -0.03 0.01 0.05
H -4.535 4.846 1.003 0.02 0.09 0.08
H 0.542 -1.758 -1.753 -0.09 -0.04 -0.08
H 2.267 -3.246 -0.972 0.04 -0.08 -0.04
H 2.883 -4.663 0.564 0.07 -0.01 -0.02
H 4.467 -4.361 -0.191 -0.12 -0.08 0.01
H 4.615 -6.152 1.528 -0.10 0.10 0.01
H 3.939 -5.047 2.748 0.04 -0.03 -0.12
H 6.440 -3.151 0.862 -0.03 0.02 0.13
H 6.870 -3.002 2.582 -0.08 0.06 -0.10
H 4.486 -2.591 3.154 0.08 0.12 -0.03
H 5.068 -1.424 1.942 0.01 -0.05 0.06
H 3.104 -0.566 2.274 0.05 0.01 0.10
H 1.386 0.945 1.438 0.01 0.08 0.07


51
Properties=species:S:1:pos:R:3:forces:R:3 method="wB97M-V/def2-TZVPD" total_energy_ha=-1656.361288 relative_energy_kj_mol=284.1 orbital_gap_ev=8.16 multiplicity=1 e_homo_ev=-8.138 smiles="Cc1ccc([C@@H](C(=O)NC2CCCC2)N(C(=O)c2csnn2)c2ccccc2)o1" molar_mass_g_mol=410.50
C -2.264 -5.096 0.556 0.02 0.37 -0.11
C -1.844 -3.897 1.327 0.09 -0.58 0.69
C -1.483 -3.730 2.630 -0.23 -0.17 -0.56
C -1.180 -2.353 2.794 -0.04 0.38 -0.49
C -1.373 -1.781 1.574 0.22 0.22 0.89
C -1.261 -0.373 1.067 -0.33 -0.28 0.09
C -0.218 0.470 1.821 -0.29 0.12 -0.33
O 0.333 0.113 2.836 0.12 -0.20 0.32
N -0.019 1.671 1.245 -0.15 0.30 -0.12
C 0.978 2.613 1.709 0.20 -0.13 0.28
C 2.204 2.622 0.783 -0.09 -0.05 -0.04
C 1.861 3.676 -0.264 0.15 0.07 0.14
C 1.219 4.785 0.568 -0.04 0.04 -0.10
C 0.426 4.051 1.661 0.02 0.10 0.04
N -0.979 -0.386 -0.366 -0.07 0.13 0.35
C -2.043 -0.374 -1.214 -0.21 0.13 0.01
O -3.155 -0.015 -0.874 -0.01 -0.05 -0.16
C -1.787 -0.869 -2.589 -1.18 0.41 -1.13
C -2.543 -0.548 -3.696 0.32 -0.23 -0.01
S -1.971 -1.456 -5.015 -0.39 0.63 0.76
N -0.826 -2.191 -4.052 0.66 -0.99 -1.20
N -0.851 -1.801 -2.867 0.44 -0.34 1.06
C 0.360 -0.482 -0.795 0.69 0.11 -0.25
C 0.794 0.330 -1.842 0.05 0.03 0.18
C 2.110 0.287 -2.257 -0.05 0.01 -0.04
C 3.013 -0.545 -1.615 0.10 -0.04 -0.02
C 2.590 -1.331 -0.557 0.07 0.05 -0.04
C 1.271 -1.303 -0.143 -0.21 0.04 -0.03
O -1.783 -2.713 0.679 -0.07 0.11 -0.30
H -2.183 -5.981 1.180 0.01 -0.04 0.03
H -3.295 -4.990 0.220 -0.06 -0.07 -0.04
H -1.635 -5.216 -0.326 0.02 -0.09 -0.06
H -1.436 -4.488 3.385 -0.01 -0.24 0.10
H -0.848 -1.860 3.682 0.09 0.16 0.12
H -2.238 0.125 1.177 0.31 -0.06 -0.03
H -0.482 1.889 0.376 -0.06 -0.18 0.03
H 1.237 2.291 2.719 -0.03 0.08 -0.14
H 2.395 1.637 0.359 0.06 -0.08 0.05
H 3.083 2.933 1.348 0.09 0.03 0.04
H 2.735 4.021 -0.813 -0.01 -0.02 -0.13
H 1.146 3.271 -0.983 -0.05 -0.04 -0.10
H 2.000 5.395 1.021 0.03 0.06 -0.02
H 0.585 5.439 -0.029 0.03 0.10 0.01
H -0.637 4.025 1.424 -0.04 0.01 0.06
H 0.535 4.545 2.625 -0.08 0.01 0.04
H -3.356 0.143 -3.765 -0.23 0.18 0.10
H 0.093 0.996 -2.329 -0.03 0.07 -0.01
H 2.435 0.915 -3.073 0.03 0.06 -0.07
H 4.043 -0.573 -1.935 0.10 -0.01 -0.02
H 3.291 -1.974 -0.047 0.06 -0.06 0.05
H 0.951 -1.918 0.683 -0.05 -0.09 0.11


54
Properties=species:S:1:pos:R:3:forces:R:3 method="wB97M-V/def2-TZVPD" total_energy_ha=-1518.119142 relative_energy_kj_mol=273.1 orbital_gap_ev=8.07 multiplicity=1 e_homo_ev=-7.514 smiles="COCCn1nnnc1CN(Cc1ccco1)Cc1cc2cc3c(cc2[nH]c1=O)OCO3" molar_mass_g_mol=438.44
C 0.613 3.506 0.413 0.07 0.02 0.04
O -0.105 2.422 -0.137 0.14 -0.06 -0.03
C -1.254 2.049 0.573 -0.22 -0.12 0.11
C -0.996 1.547 2.005 -0.17 0.65 -0.49
N -0.019 0.500 2.053 0.17 -1.46 0.00
N 1.275 0.753 2.268 -0.03 1.26 0.09
N 1.885 -0.356 2.297 0.92 0.04 0.18
N 1.051 -1.369 2.108 -0.79 -0.76 -0.01
C -0.144 -0.846 1.941 0.24 0.63 0.42
C -1.425 -1.564 1.723 -0.10 -0.11 0.01
N -2.090 -1.069 0.521 -0.14 -0.08 0.14
C -3.543 -1.197 0.592 0.02 0.28 -0.06
C -4.204 -0.390 -0.475 -0.25 -0.88 -0.38
C -4.762 -0.741 -1.669 0.24 0.07 0.64
C -5.225 0.460 -2.261 0.07 0.51 0.22
C -4.912 1.449 -1.384 -0.38 -0.06 -0.78
O -4.297 0.947 -0.300 0.23 0.08 0.46
C -1.576 -1.722 -0.688 0.04 0.01 -0.19
C -0.078 -1.681 -0.739 -0.05 0.13 -0.32
C 0.616 -0.563 -1.054 -0.17 -0.46 0.04
C 2.035 -0.507 -0.958 0.25 -0.35 0.13
C 2.741 0.689 -1.195 0.54 0.02 0.08
C 4.091 0.668 -1.009 -0.08 -0.41 0.09
C 4.765 -0.498 -0.605 -0.48 0.25 -0.14
C 4.108 -1.675 -0.374 0.29 0.20 -0.02
C 2.715 -1.671 -0.550 -0.06 0.74 -0.26
N 1.990 -2.806 -0.332 0.05 -0.43 -0.02
C 0.618 -2.906 -0.360 0.36 0.17 -0.17
O 0.073 -3.966 -0.094 -0.23 -0.30 0.17
O 6.098 -0.236 -0.503 -0.32 -0.49 0.07
C 6.255 1.131 -0.818 1.06 0.73 0.01
O 5.004 1.680 -1.163 -0.38 0.04 -0.09
H -0.059 4.335 0.664 0.01 0.02 -0.01
H 1.311 3.831 -0.356 0.02 0.08 0.06
H 1.178 3.204 1.299 -0.02 0.04 -0.02
H -1.708 1.240 -0.004 -0.01 0.19 0.16
H -1.962 2.890 0.641 0.03 -0.07 -0.02
H -0.620 2.358 2.632 -0.11 -0.15 0.03
H -1.939 1.175 2.411 0.06 0.06 0.04
H -1.214 -2.641 1.679 -0.03 0.06 0.10
H -2.070 -1.375 2.589 -0.01 -0.05 -0.09
H -3.867 -2.246 0.498 -0.04 0.10 0.02
H -3.870 -0.813 1.563 -0.02 -0.12 -0.01
H -4.836 -1.729 -2.075 0.03 -0.26 -0.01
H -5.719 0.564 -3.205 -0.11 0.11 -0.19
H -5.070 2.509 -1.411 0.02 0.16 0.09
H -1.891 -2.777 -0.719 -0.03 0.13 -0.05
H -2.002 -1.195 -1.545 0.06 -0.10 0.02
H 0.099 0.344 -1.333 -0.11 0.10 -0.04
H 2.213 1.580 -1.488 -0.09 0.16 -0.05
H 4.630 -2.560 -0.053 0.10 -0.15 0.05
H 2.477 -3.630 0.000 -0.20 0.09 -0.04
H 6.666 1.664 0.055 -0.17 -0.17 -0.16
H 6.951 1.234 -1.666 -0.22 -0.08 0.16


64
Properties=species:S:1:pos:R:3:forces:R:3 method="wB97M-V/def2-TZVPD" total_energy_ha=-2497.964636 relative_energy_kj_mol=0.0 total_charge=+2 orbital_gap_ev="5.74 / 3.71" multiplicity=5 e_homo_ev="-14.866 / -14.866" molar_mass_g_mol=791.23
Pd -2.959 -0.491 -0.343 0.40 -1.12 0.04
Pd 4.319 3.103 -0.954 -0.29 -0.24 0.10
C 1.190 0.020 -0.777 -0.35 -0.19 0.24
C -0.159 0.114 -0.506 -0.11 0.29 -0.37
C -0.800 1.433 -0.157 0.84 -0.42 -0.58
O -2.028 1.440 0.012 -0.70 -0.10 0.11
C 0.028 2.596 -0.153 -1.00 -0.28 0.60
C 1.424 2.505 -0.420 -0.22 0.22 -0.37
C 2.039 1.166 -0.741 0.54 -0.66 0.33
O 3.248 1.077 -0.917 0.10 0.71 -0.15
O 2.083 3.525 -0.456 1.03 0.34 -0.04
O -0.955 -0.876 -0.629 -0.03 0.16 0.23
H 1.612 -0.952 -0.996 0.07 0.04 -0.14
H -0.383 3.565 0.096 -0.05 -0.01 -0.08
C -0.027 5.577 3.600 -0.30 0.65 -0.61
C 0.616 4.526 2.709 -0.17 -0.01 0.11
O 1.802 4.196 3.412 -0.24 0.00 0.04
C 2.088 5.242 4.278 -0.23 -0.71 -0.31
O 3.027 5.227 4.980 0.45 0.40 0.23
O 1.131 6.186 4.173 -0.27 -0.02 0.31
H -0.721 5.233 4.369 0.41 -0.45 0.16
H -0.603 6.308 3.030 0.35 0.20 -0.03
H 0.911 4.940 1.739 -0.20 0.09 -0.02
H -0.025 3.651 2.571 0.18 -0.11 0.12
C -1.987 5.254 -1.232 -0.55 -0.73 0.74
C -3.159 4.250 -1.415 0.54 0.49 -0.10
O -4.210 5.070 -1.872 -0.29 -0.08 0.14
C -3.813 6.368 -1.990 0.03 0.00 0.08
O -4.522 7.276 -2.231 0.10 -0.09 -0.13
O -2.466 6.454 -1.770 0.15 0.12 -0.27
H -1.063 4.894 -1.685 0.03 0.43 -0.31
H -1.839 5.398 -0.155 0.27 0.11 -0.08
H -3.404 3.807 -0.450 -0.27 -0.15 -0.13
H -2.950 3.482 -2.163 -0.06 -0.02 0.01
C -3.653 -6.119 -1.376 -1.15 -0.24 -0.01
C -5.033 -5.591 -0.953 0.30 -0.46 -0.17
O -4.707 -4.270 -0.466 -0.10 0.15 -0.10
C -3.508 -3.935 -0.882 -0.39 -0.27 0.13
O -3.028 -2.830 -0.665 0.29 0.91 -0.24
O -2.874 -4.911 -1.524 -0.09 0.59 0.60
H -3.708 -6.626 -2.332 0.31 -0.07 0.00
H -3.282 -6.764 -0.583 0.63 0.14 -0.18
H -5.455 -6.176 -0.143 -0.09 0.14 0.07
H -5.739 -5.532 -1.777 -0.02 0.29 0.04
C 1.118 -3.911 -0.357 -0.51 -0.34 0.06
C 0.146 -3.882 -1.544 0.37 -0.81 -0.18
O 1.007 -3.661 -2.669 -0.10 0.12 0.20
C 2.299 -3.861 -2.311 -0.23 -0.09 -0.06
O 3.210 -3.860 -3.062 0.28 0.12 -0.04
O 2.403 -4.048 -0.969 -0.33 0.38 -0.02
H 0.960 -4.806 0.240 -0.02 0.14 0.22
H 1.045 -3.035 0.289 0.37 0.05 -0.06
H -0.645 -3.147 -1.551 0.11 0.34 0.21
H -0.326 -4.859 -1.632 0.04 -0.01 -0.28
C 4.993 -3.229 0.527 0.00 1.11 1.07
C 3.969 -2.094 0.755 0.62 -0.34 -0.32
O 3.105 -2.593 1.759 -0.33 0.08 -0.18
C 3.634 -3.734 2.284 0.41 -0.45 -0.36
O 3.080 -4.429 3.063 -0.13 0.15 0.28
O 4.853 -3.974 1.747 -0.35 -0.10 -0.27
H 5.965 -2.744 0.545 0.29 -0.55 -0.34
H 4.814 -3.851 -0.340 0.02 -0.07 -0.02
H 3.424 -1.879 -0.161 -0.13 0.10 0.08
H 4.491 -1.211 1.127 -0.21 0.13 -0.02